(1)
DFT (ωB97M-V/def2-TZVPD) results for 10 unconnected molecules or ions with the total composition C25H71NO10 at a distorted geometry.

As for the spin multiplicity: 2. Its frontier orbital gap (alpha / beta) is 1.61 / 9.46 eV. The charge is -1.

The geometry in XYZ format:
```
107
Properties=species:S:1:pos:R:3:forces:R:3
C -0.22027 2.81271 1.75009 0.918 1.039 0.553
C 0.67020 4.00955 2.28572 -2.117 -0.469 0.316
C -0.14207 5.01032 3.09948 -0.461 0.652 -1.045
O 1.66862 3.56362 3.15601 0.412 -1.577 -0.016
H -0.90966 3.14056 0.97204 0.220 0.338 -0.173
H -0.88683 2.42461 2.52027 0.258 -0.271 0.288
H 0.41080 2.03571 1.31868 -0.032 -0.026 0.168
H 1.04157 4.52701 1.40118 0.451 0.017 -0.015
H -0.52217 4.68908 4.06923 0.229 -0.435 -0.121
H -0.98637 5.32015 2.48363 -0.331 0.214 0.043
H 0.46800 5.90179 3.24515 0.057 0.070 0.194
H 2.41247 4.17047 3.16111 0.465 0.360 -0.123
C 2.65742 -5.37213 -0.34706 -1.158 1.023 0.233
C 2.59308 -3.78910 -0.43146 -0.041 -1.736 -0.011
C 1.45942 -3.22716 -1.27107 0.420 -0.015 -1.097
O 2.55052 -3.28184 0.85577 0.010 -0.338 1.304
H 3.44678 -5.71889 0.31985 0.266 0.217 -0.313
H 2.67624 -5.85539 -1.32390 0.502 0.215 -0.118
H 1.73707 -5.75367 0.09506 -0.240 0.190 0.206
H 3.55966 -3.51709 -0.85555 0.030 0.302 -0.545
H 0.41203 -3.45644 -1.07486 0.207 -0.618 0.594
H 1.67976 -3.55812 -2.28596 -0.276 0.128 -0.344
H 1.47683 -2.13732 -1.27846 0.280 0.195 0.033
H 2.24069 -2.37346 0.83481 -0.081 0.525 0.196
C -3.84904 2.32529 -1.75318 1.336 -0.141 -0.506
C -4.40465 1.75462 -0.48183 -0.136 -0.869 -0.887
C -3.50631 1.93696 0.69332 0.139 0.919 1.712
O -5.65839 2.36805 -0.33404 -1.187 0.837 0.594
H -3.00284 1.73929 -2.11184 0.185 -0.157 0.157
H -3.42134 3.29930 -1.51552 -0.240 0.285 -0.223
H -4.51444 2.38339 -2.61455 -0.388 0.069 0.387
H -4.63283 0.69070 -0.54592 0.462 -0.319 -0.389
H -4.09771 1.76318 1.59229 0.024 -0.730 0.163
H -3.21807 2.96523 0.91165 0.003 0.454 -0.738
H -2.56986 1.38199 0.74970 -0.281 -0.419 -0.351
H -6.25188 1.75061 0.09971 0.007 0.111 0.142
C 1.10990 -1.80439 4.37987 0.511 0.180 -0.159
C 0.59745 -0.43526 4.02845 0.308 1.755 1.774
C -0.24662 0.17284 5.18910 -1.021 -1.402 -1.103
O 1.71038 0.45402 3.78691 -0.021 -1.060 0.067
H 1.68126 -2.18290 3.53229 -0.120 -0.320 -0.037
H 0.25385 -2.44555 4.59008 0.195 -0.179 0.005
H 1.79962 -1.76156 5.22281 -0.173 -0.015 0.190
H 0.00503 -0.55210 3.12100 -0.384 0.374 -0.057
H 0.17171 0.23576 6.19366 0.584 -0.143 -0.342
H -1.01928 -0.59594 5.19818 -0.618 0.127 0.677
H -0.77412 1.10107 4.96951 0.345 0.135 -0.302
H 1.36212 1.34523 3.70905 0.121 0.638 -0.181
C -2.74549 -3.47430 -3.03709 -0.828 0.281 0.716
C -3.56942 -2.33120 -3.62819 0.505 0.899 3.278
C -3.37844 -0.98471 -2.80019 0.220 -0.277 -0.993
O -3.13190 -2.16911 -4.89534 0.522 0.235 -2.692
H -1.84425 -3.06640 -2.57939 0.148 -0.257 -0.138
H -2.52621 -4.28428 -3.73277 0.004 0.263 -0.164
H -3.38819 -3.88098 -2.25629 0.350 -0.263 0.343
H -4.63084 -2.55478 -3.52096 -0.295 -0.250 -0.469
H -2.35033 -0.62641 -2.74819 0.469 -0.641 -0.010
H -3.75682 -0.93653 -1.77911 -0.305 -0.369 -0.146
H -3.80703 -0.19410 -3.41611 -0.651 0.112 0.165
H -3.66255 -1.54008 -5.38963 -0.067 0.168 0.090
C 1.04314 3.53038 -2.08603 -0.746 0.034 0.049
C 0.03821 2.37796 -2.25929 0.593 0.316 -1.286
C -0.41749 2.09947 -3.71257 -0.507 0.737 0.468
O 0.58032 1.20663 -1.72680 -1.102 -0.482 1.365
H 0.69766 4.46667 -2.52433 -0.172 -0.017 -0.104
H 2.03811 3.33779 -2.48731 -0.109 -0.199 0.045
H 1.06769 3.68650 -1.00755 0.566 0.148 0.037
H -0.81608 2.64109 -1.63553 -0.272 -0.122 -0.141
H -1.21994 1.36229 -3.73968 0.028 -0.192 0.167
H 0.36095 1.75699 -4.39437 0.268 0.109 0.273
H -0.85262 3.01775 -4.10694 0.044 0.114 -0.247
H 1.39800 0.99498 -2.18309 0.663 0.005 -0.809
C -1.27936 -3.01263 1.66862 0.311 -0.434 0.041
C -2.54371 -2.93557 0.84029 0.130 -1.295 0.537
C -3.64401 -3.87830 1.31004 -0.918 0.514 -0.001
O -2.99895 -1.60785 0.89651 -0.647 -0.038 0.076
H -0.84594 -4.00211 1.81415 -0.106 -0.257 -0.455
H -1.48168 -2.67680 2.68566 0.019 0.492 -0.064
H -0.55401 -2.39798 1.13554 0.303 0.099 0.571
H -2.29895 -3.13117 -0.20370 0.063 -0.477 -0.187
H -4.50639 -3.68102 0.67327 -0.186 -0.213 -0.121
H -3.99454 -3.63803 2.31378 0.241 0.355 0.189
H -3.48169 -4.95560 1.34447 0.606 0.098 -0.456
H -2.17563 -1.14733 0.71855 0.285 1.197 -0.060
O -0.60421 -0.09458 0.37096 -1.138 -0.549 0.347
H 0.31212 -0.14550 0.64296 0.732 0.030 0.119
H -0.57223 0.27181 -0.51276 0.395 0.336 -0.522
O 2.05332 -0.41610 1.37591 -0.170 -0.974 -1.519
H 2.98010 -0.22995 1.22534 0.392 0.447 -0.118
H 1.92239 -0.24394 2.30836 0.170 0.683 0.990
C 4.53831 -0.81861 -1.81142 0.313 -0.605 1.235
C 3.48682 0.28122 -1.61831 1.487 -2.127 -1.251
C 4.12151 1.57168 -1.12903 -1.105 1.554 1.118
O 4.50287 1.54702 0.26095 -0.383 -1.108 -0.920
C 5.04852 2.76982 0.78887 0.252 -1.300 -1.363
N 2.83307 0.43910 -2.91969 -0.294 1.408 -0.958
H 4.09392 -1.75407 -2.15132 -0.261 0.040 -0.093
H 4.97083 -1.04648 -0.83720 0.286 -0.084 0.126
H 5.37030 -0.61292 -2.48490 -0.153 0.542 -0.103
H 2.71955 -0.14398 -0.97130 0.093 0.544 0.459
H 3.36800 2.35547 -1.20642 -0.314 0.108 -0.051
H 4.90553 1.95412 -1.78259 0.592 -0.525 -0.097
H 5.09113 2.57758 1.86094 -0.217 0.733 -0.060
H 4.49973 3.62383 0.39192 -0.413 0.214 0.748
H 6.05007 2.86325 0.36900 0.421 0.176 0.225
H 2.52189 -0.39094 -3.40373 -0.119 -0.703 0.821
H 3.44714 0.81612 -3.62743 0.371 0.638 0.204
```
Forces are in eV/Å.

***

(2)
DFT (ωB97M-V/def2-TZVPD) results for a molecular structure, C5H8O at a distorted geometry.

Its frontier orbital gap (alpha / beta) is 5.62 / 7.32 eV. The calculation puts the relative energy (zero: lowest compared OMol25 entry of this formula, charge and spin) at 557.4 kJ/mol. The charge is 0.

The geometry in XYZ format:
```
14
Properties=species:S:1:pos:R:3:forces:R:3
O 2.19225 -0.72178 -0.04948 0.195 -0.314 -0.050
C 0.96931 -0.15139 -0.06187 -0.359 1.014 -0.031
C 0.14448 0.25649 -1.31132 0.558 -0.409 -0.247
C -1.15961 0.70216 -0.74736 0.383 0.077 0.557
C -1.37247 -0.13261 0.53029 -0.261 -0.339 0.138
C 0.02510 -0.24208 1.02032 -0.311 -0.325 0.578
H 2.25032 -1.40603 0.63449 -0.061 0.032 -0.128
H 0.75933 0.86063 0.67474 0.343 0.092 -0.293
H 0.09644 -0.68665 -1.88418 -0.126 0.192 -0.012
H 0.66626 0.99540 -1.92449 -0.120 -0.105 0.067
H -1.14211 1.77186 -0.49971 -0.167 -0.112 -0.176
H -1.75635 -1.15004 0.32355 -0.009 0.187 -0.064
H -2.05194 0.32460 1.25578 0.091 -0.038 -0.146
H 0.37898 -0.42056 2.03922 -0.156 0.048 -0.193
```
Forces are in eV/Å.

***

(3)
DFT (ωB97M-V/def2-TZVPD) results for C4H8N2O in the gas phase at a distorted geometry.

Its frontier orbital gap (alpha / beta) is 8.07 / 7.36 eV. The calculation puts the relative energy (zero: lowest compared OMol25 entry of this formula, charge and spin) at 557.5 kJ/mol. The charge is 0.

The geometry in XYZ format:
```
15
Properties=species:S:1:pos:R:3:forces:R:3
C 0.79539 1.41305 0.55082 -2.642 -1.641 -2.650
C -0.39421 1.60402 -0.56085 1.423 0.114 0.674
C -0.78053 0.36064 -1.18900 1.427 0.595 2.667
C 0.73217 -1.99545 0.74663 0.957 0.142 -1.229
N 1.20960 0.25818 0.80418 1.100 0.292 1.021
N 1.10376 -0.76933 0.06474 -0.646 0.223 -0.667
O -1.73553 -0.37460 -0.68669 -2.345 -1.351 2.582
H 1.15392 2.20358 1.06347 0.952 2.619 1.586
H -1.21851 2.04062 -0.02393 -0.507 0.237 0.397
H -0.13155 2.32191 -1.33326 0.415 0.078 0.008
H -0.65844 0.17184 -2.17714 0.687 -0.498 -2.777
H -0.27722 -2.11578 0.49612 -2.063 -0.429 -0.033
H 1.22298 -2.71932 0.10928 0.286 -0.864 0.642
H 0.85214 -2.11918 1.82596 0.453 0.367 -0.223
H -1.87398 -0.28016 0.30967 0.501 0.114 -1.999
```
Forces are in eV/Å.

***

(4)
DFT (ωB97M-V/def2-TZVPD) results for 2 unconnected molecules or ions with the total composition C3H4FN3O at a distorted geometry.

Its frontier orbital gap (alpha / beta) is 9.76 / 5.66 eV. The calculation puts the relative energy (zero: lowest compared OMol25 entry of this formula, charge and spin) at 365.2 kJ/mol. The charge is 0.

The geometry in XYZ format:
```
12
Properties=species:S:1:pos:R:3:forces:R:3
C 0.32025 0.61415 2.14814 -1.006 0.305 -0.604
C 0.47783 0.74859 -0.03693 -1.171 0.298 0.246
C -0.57034 -1.39097 -2.00640 0.207 0.413 0.687
N 1.54656 0.31341 1.79849 0.843 -0.286 0.979
N 1.65292 0.38416 0.49604 1.084 -0.238 -0.908
N -0.41550 0.89261 1.04876 0.189 -0.043 0.409
O 0.16190 0.89530 -1.22225 -0.078 -0.375 -0.174
F -0.56311 -1.17890 -3.29232 -0.036 0.030 -0.818
H -0.04600 0.63015 3.15544 -0.080 0.027 0.178
H -1.52786 -1.32085 -1.52320 -0.093 -0.060 0.070
H 0.34652 -1.75544 -1.57826 0.036 -0.073 0.048
H -1.38318 1.16779 1.01248 0.104 0.003 -0.114
```
Forces are in eV/Å.

***

(5)
DFT (ωB97M-V/def2-TZVPD) results for C10H8N4O in the gas phase at a distorted geometry.

Its frontier orbital gap (alpha / beta) is 7.07 / 5.71 eV. The calculation puts the relative energy (zero: lowest compared OMol25 entry of this formula, charge and spin) at 278.6 kJ/mol. The charge is 0.

The geometry in XYZ format:
```
23
Properties=species:S:1:pos:R:3:forces:R:3
C -2.10871 -0.40456 2.34049 1.680 -0.033 -2.267
C -2.61389 0.48209 1.38644 0.959 -0.911 0.141
C -0.98959 -1.17862 2.07025 0.003 2.912 -2.385
C 2.41953 0.92544 -1.64795 -5.575 -0.366 0.476
C -1.92675 0.59344 0.22559 -0.371 -0.641 2.463
C 0.56088 1.87532 -2.64662 -0.474 0.485 -0.067
C 1.60891 0.08573 -0.86749 -3.263 3.316 -1.427
C -0.20042 -0.91478 0.95943 -0.890 -0.874 0.393
C 0.04785 0.54336 -0.95570 6.330 -3.839 1.412
C 0.92421 -1.75174 0.45465 -2.425 1.831 -4.590
N 1.87130 1.81590 -2.49099 -0.174 0.018 -0.800
N -0.37725 1.28409 -1.88869 -0.671 1.242 -1.080
N -0.66986 0.03348 0.05740 -1.676 0.420 0.193
N 1.95136 -0.84061 0.02153 2.242 0.004 0.837
O 3.14673 -1.01405 0.50280 -1.030 0.324 -0.799
H -2.68186 -0.51736 3.14798 -1.772 -0.801 3.360
H -3.53021 0.94176 1.69883 -0.357 0.524 -0.855
H -0.66538 -1.90127 2.68540 0.971 -2.519 2.258
H 3.39560 0.82790 -1.64184 4.818 -0.285 0.118
H -2.25640 1.14835 -0.54730 -0.816 1.808 -2.451
H 0.06743 2.50127 -3.40900 1.042 -0.128 0.158
H 1.42826 -2.28769 1.13838 0.978 -2.637 2.346
H 0.59824 -2.24745 -0.59360 0.470 0.148 2.567
```
Forces are in eV/Å.

***

(6)
DFT (ωB97M-V/def2-TZVPD) results for a gas-phase ion, C2H5N2 (charge +1) at a distorted geometry.

Its frontier orbital gap is 9.86 eV. The SMILES is C#[N+]NC. The calculation puts the relative energy (zero: lowest compared OMol25 entry of this formula, charge and spin) at 595.0 kJ/mol. The charge is +1.

The geometry in XYZ format:
```
9
Properties=species:S:1:pos:R:3:forces:R:3
C 2.58635 0.42741 0.29566 -4.865 -1.837 1.124
N 1.01737 -0.29591 0.20250 5.821 2.189 -0.742
N -0.13783 -0.61590 0.16926 0.433 -1.370 0.258
C -1.26973 0.23681 0.01405 -1.497 1.694 -0.327
H 2.83872 0.45859 -0.77168 -0.483 -0.333 -0.681
H -0.34159 -1.63371 0.20839 0.129 0.246 0.120
H -1.23093 1.07092 0.72142 0.111 -0.266 0.023
H -1.27112 0.68122 -0.99149 0.114 -0.282 0.175
H -2.19124 -0.32943 0.15187 0.237 -0.041 0.051
```
Forces are in eV/Å.